The following is a DFT calculation (wB97M-V/def2-TZVPD) of a gas-phase ion, C6H15N2 (charge +1) at a distorted geometry.

Values from the calculation:
energy relative to the best compared isomer or geometry (same formula, charge and spin): 240.3 kJ/mol
gap between HOMO and LUMO: 9.56 eV
charge: +1
HOMO level: -13.13 eV
F_max: 0.0717 Eh/bohr
E: -346.8210 hartree

XYZ file:
```
23
Properties=species:S:1:pos:R:3:forces:R:3:mulliken_charge:R:1
C 1.157 -0.223 -2.375 2.4 -1.1 -2.5 -0.9414
N 1.406 0.391 -1.124 0.0 1.0 1.0 -0.1357
C 0.514 1.344 -0.533 0.9 1.4 -0.4 -0.6565
N -0.553 0.592 0.303 -0.9 1.2 -0.7 0.0305
C -1.992 0.739 -0.147 0.7 -2.2 -0.1 -0.9414
C -0.252 -0.258 1.183 0.5 -3.0 1.3 1.2875
C 1.102 -0.531 1.656 1.7 0.3 1.0 -1.4524
C -1.265 -1.226 1.666 -0.8 0.3 1.0 -1.3809
H 1.932 -1.085 -2.616 -1.5 1.6 1.0 0.2925
H 0.228 -0.691 -2.279 -1.7 -0.8 -0.6 0.3390
H 1.267 0.395 -3.326 -0.6 -0.2 1.3 0.2728
H 2.367 0.533 -0.953 0.9 0.5 0.4 0.2903
H -0.091 1.881 -1.323 0.6 -0.5 0.9 0.3436
H 1.118 2.209 0.069 -1.7 -2.4 -1.0 0.3058
H -1.874 1.632 -0.667 -1.1 1.4 -1.1 0.3514
H -2.282 -0.150 -0.775 0.7 1.1 0.0 0.3912
H -2.794 0.705 0.601 0.8 0.7 0.3 0.3729
H 1.537 0.364 2.108 0.1 0.1 -0.1 0.3828
H 1.744 -0.811 0.858 0.5 0.2 -1.2 0.3433
H 1.328 -1.363 2.338 -1.3 0.3 0.2 0.3897
H -1.351 -2.071 0.986 0.0 0.1 -0.4 0.3322
H -2.209 -0.684 1.706 -0.2 -0.7 0.3 0.3724
H -1.035 -1.692 2.645 0.0 0.7 -0.5 0.4105
```
Forces are in eV/Å.